{
  "formula": "C68H81N10O5P",
  "method": "ωB97M-V/def2-TZVPD",
  "max_force_ha_per_bohr": 0.0721,
  "smiles": "CCCCCCCCCCCCCCN1C(=O)c2cccc(CP(=O)(O)O)c2C1=O.c1ccncc1.c1ccncc1.c1ccncc1.c1ccncc1.c1ccncc1.c1ccncc1.c1ccncc1.c1ccncc1.c1ccncc1",
  "energy_ha": -3904.929003,
  "e_lumo_ev": -0.6,
  "homo_ev": -9.48,
  "species": ["C", "C", "C", "C", "C", "C", "C", "C", "C", "C", "C", "C", "C", "C", "N", "C", "O", "C", "C", "C", "C", "C", "C", "P", "O", "O", "O", "C", "C", "O", "H", "H", "H", "H", "H", "H", "H", "H", "H", "H", "H", "H", "H", "H", "H", "H", "H", "H", "H", "H", "H", "H", "H", "H", "H", "H", "H", "H", "H", "H", "H", "H", "H", "H", "H", "H", "C", "C", "C", "N", "C", "C", "H", "H", "H", "H", "H", "C", "C", "C", "N", "C", "C", "H", "H", "H", "H", "H", "C", "C", "C", "N", "C", "C", "H", "H", "H", "H", "H", "C", "C", "C", "N", "C", "C", "H", "H", "H", "H", "H", "C", "C", "C", "N", "C", "C", "H", "H", "H", "H", "H", "C", "C", "C", "N", "C", "C", "H", "H", "H", "H", "H", "C", "C", "C", "N", "C", "C", "H", "H", "H", "H", "H", "C", "C", "C", "N", "C", "C", "H", "H", "H", "H", "H", "C", "C", "C", "N", "C", "C", "H", "H", "H", "H", "H"],
  "coordinates": [[5.88216, -0.26143, 4.54157], [4.47141, -0.36012, 3.93162], [4.56392, -0.45963, 2.39105], [3.20498, -0.83893, 1.77011], [2.07314, 0.18444, 2.06014], [1.82121, 1.23079, 0.92828], [0.29133, 1.41336, 0.74058], [-0.28539, 2.50008, 1.67777], [-1.82014, 2.47611, 1.50436], [-2.58881, 3.26973, 2.59019], [-3.94249, 2.57235, 2.85837], [-4.59168, 3.05309, 4.18612], [-6.11093, 3.25040, 4.07555], [-6.89625, 1.94952, 3.92764], [-7.01452, 1.48362, 2.51377], [-7.92371, 2.32851, 1.83953], [-7.73319, 3.40697, 1.32501], [-9.29033, 1.63592, 1.76829], [-10.51972, 2.10498, 1.45815], [-11.54411, 1.17523, 1.47089], [-11.27002, -0.14328, 1.75946], [-10.00440, -0.59728, 2.04088], [-9.78025, -2.07289, 2.31401], [-9.33227, -2.43773, 4.06390], [-9.59573, -1.35307, 4.99374], [-10.17938, -3.75820, 4.46699], [-7.78520, -2.92477, 4.06393], [-8.97216, 0.31288, 2.06907], [-7.50608, 0.14739, 2.37658], [-6.82527, -0.85144, 2.48272], [5.83394, 0.20721, 5.53187], [6.47579, 0.40675, 3.90807], [6.37675, -1.22964, 4.65122], [3.88102, -1.18766, 4.34545], [3.93561, 0.55698, 4.20285], [5.32386, -1.21025, 2.15275], [4.89389, 0.52390, 2.04050], [3.31230, -0.98292, 0.68830], [2.86812, -1.79005, 2.20358], [2.25652, 0.75117, 2.97611], [1.15354, -0.39736, 2.17629], [2.23980, 2.20940, 1.18392], [2.26302, 0.88631, -0.01344], [-0.27197, 0.48990, 0.91605], [0.08076, 1.71217, -0.29696], [0.05214, 3.50140, 1.38679], [-0.00925, 2.32299, 2.72297], [-2.12937, 1.42303, 1.55518], [-2.12592, 2.83967, 0.51494], [-2.02931, 3.32024, 3.53406], [-2.73981, 4.30319, 2.25960], [-4.58660, 2.84178, 2.01229], [-3.81742, 1.48724, 2.92313], [-4.16551, 4.04649, 4.38935], [-4.29799, 2.41799, 5.02973], [-6.44013, 3.72513, 5.01066], [-6.29662, 3.98390, 3.28673], [-6.47204, 1.18068, 4.57897], [-7.92418, 2.12094, 4.29361], [-10.66362, 3.15303, 1.22113], [-12.54595, 1.50806, 1.22445], [-12.11246, -0.82913, 1.75267], [-10.73338, -2.58198, 2.12817], [-9.06093, -2.50869, 1.60959], [-9.75032, -4.52262, 4.05687], [-7.60731, -3.20195, 3.15326], [9.09129, -0.94618, -1.47525], [7.91912, -1.68009, -1.52916], [6.84308, -1.26029, -0.76176], [6.86951, -0.18901, 0.03092], [8.00709, 0.50456, 0.07135], [9.14019, 0.17308, -0.65807], [9.94873, -1.24202, -2.05844], [7.84001, -2.55914, -2.15243], [5.90404, -1.80480, -0.77526], [7.99777, 1.36976, 0.72746], [10.03704, 0.77481, -0.58757], [-3.69174, -1.19082, -1.16130], [-4.69917, -1.30245, -0.22020], [-5.68251, -2.25618, -0.42397], [-5.71674, -3.07646, -1.47535], [-4.73630, -2.95099, -2.37189], [-3.70565, -2.02926, -2.26403], [-2.90466, -0.45660, -1.03801], [-4.72372, -0.66340, 0.65346], [-6.49089, -2.37839, 0.28935], [-4.79129, -3.62746, -3.21864], [-2.93725, -1.97104, -3.02279], [-5.62924, 2.74401, -1.55626], [-4.80831, 1.95613, -2.34714], [-4.32029, 2.49402, -3.52791], [-4.59846, 3.72702, -3.94998], [-5.39117, 4.46829, -3.17595], [-5.92920, 4.02861, -1.97514], [-6.03012, 2.36220, -0.62449], [-4.55447, 0.94851, -2.05215], [-3.67164, 1.91495, -4.17705], [-5.60099, 5.46599, -3.54619], [-6.56546, 4.67466, -1.38523], [11.92860, -4.94403, -4.62758], [12.66282, -4.02184, -3.90163], [11.99644, -3.23874, -2.97284], [10.68593, -3.31714, -2.73725], [9.99711, -4.21133, -3.44907], [10.56564, -5.04467, -4.39862], [12.41126, -5.57632, -5.36222], [13.72823, -3.91005, -4.04853], [12.53264, -2.50697, -2.37932], [8.93356, -4.25450, -3.24046], [9.95680, -5.75269, -4.94415], [-9.21412, 0.44350, -1.63378], [-8.43963, -0.69727, -1.72737], [-8.71507, -1.59943, -2.74410], [-9.69050, -1.42955, -3.63789], [-10.42649, -0.32341, -3.52975], [-10.23072, 0.64140, -2.55274], [-9.02798, 1.17164, -0.85442], [-7.63904, -0.88465, -1.02930], [-8.12974, -2.50565, -2.85541], [-11.21261, -0.21381, -4.26922], [-10.85817, 1.52181, -2.51373], [14.91648, -3.50751, 1.67339], [14.57331, -2.30500, 1.07852], [14.64434, -2.21275, -0.30247], [15.02798, -3.21387, -1.09511], [15.35549, -4.36178, -0.50246], [15.31598, -4.56126, 0.86884], [14.87322, -3.62174, 2.74916], [14.25688, -1.45735, 1.67078], [14.38164, -1.29097, -0.81132], [15.66546, -5.15806, -1.17057], [15.59152, -5.51675, 1.29359], [2.95478, 5.57044, -1.50181], [1.81067, 4.79392, -1.54791], [0.73522, 5.16380, -0.75927], [0.73610, 6.22542, 0.04722], [1.84765, 6.96039, 0.07872], [2.97950, 6.67938, -0.67251], [3.81667, 5.30884, -2.10478], [1.75352, 3.91904, -2.18149], [-0.18369, 4.58592, -0.76502], [1.82073, 7.81593, 0.74524], [3.85501, 7.31134, -0.60748], [-5.29357, -6.61727, -1.54464], [-6.09286, -7.71883, -1.28612], [-5.66020, -8.96158, -1.72343], [-4.51915, -9.15905, -2.38265], [-3.76488, -8.08744, -2.62315], [-4.10240, -6.80200, -2.22702], [-5.59367, -5.62814, -1.21961], [-7.03097, -7.61799, -0.75729], [-6.25185, -9.85232, -1.54098], [-2.84354, -8.27901, -3.16283], [-3.44894, -5.96841, -2.44801], [9.12612, 5.02190, -2.50982], [8.69515, 3.76545, -2.11792], [7.33519, 3.50199, -2.14229], [6.41504, 4.38661, -2.51457], [6.84643, 5.59308, -2.88410], [8.18367, 5.95938, -2.90352], [10.18048, 5.26869, -2.50729], [9.39538, 3.00497, -1.80078], [6.94851, 2.53200, -1.84684], [6.07321, 6.29608, -3.17723], [8.47774, 6.95221, -3.21560]]
}



{
  "formula": "C69H143N5O11",
  "method": "ωB97M-V/def2-TZVPD",
  "max_force_ha_per_bohr": 0.0658,
  "smiles": "CC1(C)CCCC(C)(C)N1O.CC1(C)CCCC(C)(C)N1O.CC1(C)CCCC(C)(C)N1O.CC1(C)CCCC(C)(C)N1O.CC1(C)CCCC(C)(C)N1O.C1CCOC1.C1CCOC1.C1CCOC1.C1CCOC1.C1CCOC1.C1CCOC1",
  "energy_ha": -3815.798129,
  "e_lumo_ev": 0.5,
  "homo_ev": -8.37,
  "species": ["C", "C", "C", "C", "C", "C", "C", "C", "C", "N", "O", "H", "H", "H", "H", "H", "H", "H", "H", "H", "H", "H", "H", "H", "H", "H", "H", "H", "H", "H", "C", "C", "C", "C", "C", "C", "C", "C", "C", "N", "O", "H", "H", "H", "H", "H", "H", "H", "H", "H", "H", "H", "H", "H", "H", "H", "H", "H", "H", "H", "C", "C", "C", "C", "C", "C", "C", "C", "C", "N", "O", "H", "H", "H", "H", "H", "H", "H", "H", "H", "H", "H", "H", "H", "H", "H", "H", "H", "H", "H", "C", "C", "C", "C", "C", "C", "C", "C", "C", "N", "O", "H", "H", "H", "H", "H", "H", "H", "H", "H", "H", "H", "H", "H", "H", "H", "H", "H", "H", "H", "C", "C", "C", "C", "C", "C", "C", "C", "C", "N", "O", "H", "H", "H", "H", "H", "H", "H", "H", "H", "H", "H", "H", "H", "H", "H", "H", "H", "H", "H", "C", "C", "C", "O", "C", "H", "H", "H", "H", "H", "H", "H", "H", "C", "C", "C", "O", "C", "H", "H", "H", "H", "H", "H", "H", "H", "C", "C", "C", "O", "C", "H", "H", "H", "H", "H", "H", "H", "H", "C", "C", "C", "O", "C", "H", "H", "H", "H", "H", "H", "H", "H", "C", "C", "C", "O", "C", "H", "H", "H", "H", "H", "H", "H", "H", "C", "C", "C", "O", "C", "H", "H", "H", "H", "H", "H", "H", "H"],
  "coordinates": [[14.06420, 22.51101, 15.98299], [12.78612, 21.70671, 15.92865], [12.61533, 20.99532, 14.58456], [12.73330, 20.71725, 17.14302], [11.35925, 20.14231, 17.57021], [10.37233, 21.26547, 17.71305], [10.27921, 22.19488, 16.46366], [9.55127, 21.45568, 15.29735], [9.41049, 23.37996, 16.92276], [11.62009, 22.68398, 16.09463], [11.51398, 23.55388, 15.01211], [14.87138, 21.70385, 15.82145], [14.13508, 23.20826, 15.15318], [14.27418, 22.94014, 16.92333], [11.75240, 20.34198, 14.48903], [12.63778, 21.61260, 13.67166], [13.46223, 20.30020, 14.41163], [13.57648, 20.00744, 17.04989], [13.23045, 21.28222, 17.98427], [10.99120, 19.47143, 16.77744], [11.56263, 19.56153, 18.45008], [10.70528, 21.91068, 18.57997], [9.34050, 21.01260, 18.02296], [9.69121, 21.90459, 14.32365], [8.50250, 21.52111, 15.47868], [9.91014, 20.46095, 15.22673], [9.24388, 24.12624, 16.16810], [9.99770, 23.77662, 17.75146], [8.48340, 23.07464, 17.28599], [11.29352, 23.04192, 14.19971], [18.70901, 12.96211, 18.57276], [18.10887, 11.66386, 19.21521], [19.15242, 11.17871, 20.29863], [16.78130, 12.00945, 19.95224], [15.93759, 10.83998, 20.33615], [15.72649, 9.93439, 19.10806], [16.95372, 9.49772, 18.32392], [17.74150, 8.26435, 19.01998], [16.46023, 9.18217, 16.92701], [17.75825, 10.69627, 18.14104], [18.99309, 10.42825, 17.45889], [19.65809, 12.63453, 18.18327], [18.14301, 13.26476, 17.72606], [18.87054, 13.73920, 19.36287], [20.13864, 10.98612, 19.83254], [19.20511, 11.91325, 21.08692], [18.83253, 10.24388, 20.77075], [16.99059, 12.69885, 20.77395], [16.14625, 12.65005, 19.31244], [16.42417, 10.34024, 21.23507], [14.94211, 11.23048, 20.68161], [15.13857, 10.48944, 18.41681], [15.20724, 9.01665, 19.41858], [18.17146, 8.57212, 19.99601], [18.51894, 7.90606, 18.36341], [17.16857, 7.35442, 19.26108], [15.84825, 8.25440, 16.86988], [17.34005, 9.08517, 16.22832], [15.88106, 10.07889, 16.63949], [19.31483, 9.47710, 17.55994], [18.37456, 16.04371, 12.78514], [17.11983, 15.51905, 13.34040], [16.31975, 14.79537, 12.24301], [17.47775, 14.58987, 14.47826], [16.26742, 14.16692, 15.40658], [15.59446, 15.42164, 15.97054], [15.21367, 16.38582, 14.84674], [13.98242, 15.90619, 14.07018], [14.83102, 17.71064, 15.51757], [16.38564, 16.66592, 13.99969], [15.98669, 17.59878, 12.93129], [18.17114, 16.70649, 11.94217], [18.98397, 16.53940, 13.50381], [18.95871, 15.23962, 12.31773], [17.16872, 14.40587, 11.58900], [15.72967, 14.00592, 12.65767], [15.72153, 15.46023, 11.64747], [18.01026, 13.65601, 14.10477], [18.27668, 15.13726, 15.08744], [15.58296, 13.62117, 14.77296], [16.62436, 13.53416, 16.24095], [16.25826, 15.92667, 16.62948], [14.66761, 15.06225, 16.41085], [13.02515, 16.04425, 14.54726], [14.00067, 14.76772, 13.86872], [13.99868, 16.45932, 13.08454], [14.17880, 17.56103, 16.38499], [14.36004, 18.41632, 14.84118], [15.68001, 18.21657, 15.89286], [16.43819, 18.43496, 13.14912], [11.55501, 12.06187, 16.66035], [11.90220, 13.33823, 17.41971], [13.38621, 13.36476, 17.61365], [11.36235, 14.52928, 16.69210], [11.54024, 15.81630, 17.51738], [10.83896, 15.76941, 18.86638], [11.23822, 14.45032, 19.58961], [12.57151, 14.64593, 20.42396], [10.23792, 14.03966, 20.72672], [11.14785, 13.30935, 18.66021], [11.44961, 12.13064, 19.40439], [10.47358, 11.87282, 16.61125], [11.86432, 12.27522, 15.62722], [12.19045, 11.29049, 17.04401], [13.81019, 14.28096, 17.98447], [13.65331, 12.63475, 18.37495], [13.84651, 13.00976, 16.65604], [11.76846, 14.65346, 15.62543], [10.24190, 14.32440, 16.46406], [12.61227, 16.11409, 17.52174], [10.98816, 16.52217, 16.97033], [9.72124, 15.87904, 18.68924], [11.13559, 16.65948, 19.46114], [12.39059, 15.20778, 21.29667], [13.31421, 15.27536, 19.85108], [13.05235, 13.73695, 20.75710], [9.26673, 13.74090, 20.38521], [10.16364, 14.92031, 21.37260], [10.55602, 13.22870, 21.38518], [10.63722, 11.68524, 19.30398], [20.14284, 12.90188, 11.36301], [20.43149, 12.28007, 9.98634], [19.30538, 11.25362, 9.71680], [20.30625, 13.37540, 8.86568], [21.44560, 14.32717, 8.84767], [22.77402, 13.54815, 8.60398], [22.95832, 12.54205, 9.79655], [24.19095, 11.72455, 9.37474], [23.30845, 13.23657, 11.06709], [21.73703, 11.66559, 9.75790], [21.89762, 10.59756, 10.79989], [19.13995, 12.67081, 11.58833], [20.71075, 12.31540, 12.08510], [20.28681, 13.96043, 11.54688], [18.24564, 11.63913, 9.74640], [19.63340, 10.85048, 8.70336], [19.21804, 10.49477, 10.48274], [20.20459, 12.92776, 7.87344], [19.34697, 13.87373, 8.98441], [21.26418, 15.07287, 8.11379], [21.57062, 14.84545, 9.83671], [23.57456, 14.29046, 8.59189], [22.82280, 12.90023, 7.67544], [25.07007, 12.31934, 9.24796], [24.05278, 11.13452, 8.43188], [24.39251, 10.95868, 10.17238], [22.47286, 13.82731, 11.50409], [24.07236, 14.03465, 11.01615], [23.63070, 12.58532, 11.93860], [21.85005, 9.67502, 10.42696], [18.88268, 20.30210, 13.99197], [18.15317, 21.51697, 13.45389], [16.72388, 21.07555, 13.30351], [16.56248, 19.98322, 14.25007], [17.76483, 19.70491, 14.88938], [19.76164, 20.50482, 14.67267], [19.17924, 19.66176, 13.15577], [18.58603, 21.84251, 12.48675], [18.31014, 22.40086, 14.13841], [16.43689, 20.72721, 12.23128], [15.98552, 21.84744, 13.49662], [17.88489, 18.59688, 15.05373], [17.75169, 20.16195, 15.87627], [22.06192, 17.17707, 14.25042], [21.99546, 18.22522, 13.13760], [22.00699, 17.37061, 11.84380], [22.98266, 16.37768, 12.16556], [22.79370, 16.02585, 13.55020], [21.06640, 16.81573, 14.54624], [22.55999, 17.50374, 15.12807], [22.75176, 18.96378, 13.07071], [21.06803, 18.83297, 13.06571], [22.27498, 18.04195, 10.92233], [21.07409, 16.86094, 11.56844], [23.81078, 15.75717, 14.01318], [22.16829, 15.12107, 13.62845], [18.69174, 17.97571, 7.90718], [18.25253, 19.34819, 8.29120], [18.81268, 19.46502, 9.79333], [19.53043, 18.26067, 10.03715], [18.86525, 17.28859, 9.24629], [19.66015, 18.03775, 7.40072], [18.01119, 17.45772, 7.28170], [17.17238, 19.39656, 8.23031], [18.69148, 20.14436, 7.60253], [17.86797, 19.51946, 10.36587], [19.52398, 20.26761, 9.95815], [17.91154, 17.03468, 9.62792], [19.48962, 16.36733, 9.29494], [20.53419, 18.45060, 19.46779], [19.57572, 17.28705, 18.89567], [18.58218, 18.11793, 18.05750], [19.18288, 19.43971, 17.79505], [20.50288, 19.41202, 18.27868], [21.54988, 18.16774, 19.61205], [20.07787, 18.80705, 20.42103], [19.05156, 16.73810, 19.69604], [20.02098, 16.55020, 18.25393], [17.63173, 18.37494, 18.49486], [18.27407, 17.62358, 17.13776], [20.78824, 20.45577, 18.41636], [21.09691, 18.92914, 17.42119], [11.84837, 15.43652, 10.52750], [11.88432, 16.96095, 10.51335], [13.18710, 17.23390, 9.77728], [13.52472, 16.12166, 8.90050], [12.76139, 15.00722, 9.25531], [10.87212, 14.88482, 10.40860], [12.33677, 15.08273, 11.40930], [11.96866, 17.52246, 11.47507], [11.05216, 17.34271, 9.93732], [13.96566, 17.34467, 10.59468], [13.23799, 18.07310, 9.09056], [13.39031, 14.16269, 9.49468], [12.11658, 14.72434, 8.42903], [15.38958, 10.69267, 13.20441], [15.42189, 10.87352, 11.67908], [14.10110, 10.22266, 11.25631], [13.28885, 10.03632, 12.40544], [13.87708, 10.72699, 13.50115], [15.93770, 11.47558, 13.79125], [15.92038, 9.71059, 13.46194], [16.25209, 10.45203, 11.16971], [15.38541, 11.97420, 11.50379], [14.29658, 9.18371, 10.89052], [13.65166, 10.77696, 10.44081], [13.58461, 10.20405, 14.41377], [13.44329, 11.71408, 13.44092]]
}